The following is a quantum chemistry calculation of 9 unconnected molecules or ions with the total composition C37H97N7O17, from the Open Molecules 2025 dataset.

Geometry as XYZ:
```
158
Properties=species:S:1:pos:R:3:forces:R:3
C -0.02692 -2.79581 1.97177 0.0927 0.8312 0.4452
O -1.29850 -2.62621 1.36411 -0.4702 -1.6273 -0.7077
C -1.68561 -3.65190 0.37736 1.2068 1.9250 -1.0464
C -0.91621 -3.47787 -0.98828 -0.5644 -0.9533 1.0895
N 0.50128 -3.82680 -0.91836 -0.0230 0.2620 -0.6348
C 0.87714 -5.22925 -0.85384 1.5529 -0.5300 1.0660
C -0.02658 -6.17482 -1.52991 -1.5247 0.8208 -0.8390
O 0.03059 -5.83254 -2.93429 -0.5933 -1.3315 -0.0637
C -0.49722 -6.90516 -3.72504 0.6962 -0.0877 -0.2978
H -0.04485 -2.12220 2.83503 0.0249 -0.1066 0.0638
H 0.77982 -2.44709 1.32065 -0.0329 -0.4039 -0.0785
H 0.16091 -3.80388 2.35576 -0.1131 -0.0554 -0.3335
H -2.71736 -3.39948 0.14546 -0.1981 -0.2324 0.1991
H -1.60226 -4.68639 0.72043 0.0944 0.2162 0.5170
H -1.05623 -2.47731 -1.35350 0.2327 0.5593 0.1049
H -1.52500 -4.05607 -1.70018 0.2523 -0.3197 -0.1607
H 1.01213 -3.49956 -1.73883 -0.4701 0.5588 0.2467
H 1.03729 -5.61150 0.18494 -0.1135 0.5125 -0.4324
H 1.84583 -5.29394 -1.37741 -0.1023 -0.0356 0.4808
H -1.02727 -5.93547 -1.11863 -0.0861 -0.4546 -0.5029
H 0.12209 -7.23180 -1.32018 0.5539 -0.1158 -0.2141
H -1.48867 -7.18416 -3.43287 -0.8605 0.0293 0.4098
H 0.11011 -7.81397 -3.61433 0.1298 0.1612 0.0407
H -0.54682 -6.68870 -4.80501 0.3036 0.4908 0.5488
C 2.79309 -2.58772 -4.44028 -1.9020 0.2803 0.8227
O 2.68056 -2.43373 -3.01435 -0.1589 -1.5515 -1.0632
C 2.99729 -1.14678 -2.61584 1.1715 -0.0813 1.2084
C 3.24066 -1.11140 -1.11313 -0.4332 1.4795 -0.1266
N 4.27261 -1.95571 -0.57785 0.5368 -0.6145 -0.7439
C 4.07792 -2.16379 0.82136 -0.8209 0.3352 0.6566
C 5.19032 -2.89808 1.45715 0.6592 -0.4929 -0.3680
O 5.24779 -4.18252 0.88948 -1.2635 -1.5824 0.0282
C 6.43135 -4.91788 1.02210 1.5260 1.0862 0.9557
H 2.42439 -3.59121 -4.70196 0.6321 0.2590 0.1304
H 3.78622 -2.33636 -4.72230 1.0324 -0.2658 -0.5330
H 2.11400 -1.87775 -4.96194 0.2686 -0.1668 0.2579
H 2.18896 -0.51329 -2.88098 -0.7273 1.0651 0.0039
H 3.90292 -0.79468 -3.08623 0.5742 0.0828 -0.5974
H 2.27069 -1.33341 -0.65295 -0.0638 0.2190 0.2422
H 3.56054 -0.04568 -0.87475 -0.8295 -1.0037 -0.1317
H 4.35286 -2.85440 -1.03972 -0.2440 0.0713 -0.1490
H 3.18467 -2.75908 1.08975 -0.3324 0.3463 -0.3513
H 3.98598 -1.16742 1.28686 -0.0141 -0.3287 0.0920
H 5.02441 -2.94063 2.52222 0.2158 -0.0514 0.6088
H 6.09667 -2.41156 1.18608 1.1427 0.7296 0.2406
H 6.40924 -5.91340 0.61721 -0.8059 -0.2628 -0.5620
H 6.83368 -5.09545 2.07100 -0.7337 0.6805 -0.7771
H 7.16991 -4.33834 0.45559 0.5398 -0.3343 0.2080
C 3.49069 2.70910 -4.33893 -0.4653 0.6914 0.3217
O 2.24176 3.27618 -3.87904 0.1936 -0.1476 0.1307
C 2.13846 3.43233 -2.46205 1.5257 -0.5427 0.7947
C 0.82400 3.97446 -1.96585 1.1050 0.7072 -1.2162
N -0.13469 3.03741 -2.38656 -1.3653 -0.6250 -0.0250
C -1.48992 3.29797 -1.91802 -0.3336 1.1163 -1.2109
C -2.19314 4.59375 -2.46772 -0.4443 -1.1644 -0.6668
O -2.52409 4.53081 -3.87426 0.1748 -0.5728 0.8092
C -3.68013 3.75095 -4.09696 0.8502 -0.6926 -0.8427
H 3.49832 2.75603 -5.43378 -0.0714 0.2987 0.2681
H 3.56591 1.66162 -4.08770 -0.0475 -0.4757 0.3894
H 4.37505 3.23286 -3.92114 -0.5172 -0.0821 -0.2092
H 2.91243 4.12122 -2.12499 0.4112 0.0410 0.0081
H 2.27908 2.46307 -1.90620 0.1496 0.5156 -0.7557
H 0.64057 4.95701 -2.44016 0.1705 0.1061 0.6317
H 0.91416 4.01440 -0.88100 -0.1801 0.3163 0.1116
H -0.05622 2.98089 -3.40991 -0.6793 -0.4153 0.5022
H -1.52989 3.36391 -0.83745 0.2637 -0.0789 0.3969
H -2.05590 2.43460 -2.21793 -0.6499 -0.3765 -0.0804
H -1.57059 5.45727 -2.46772 0.6576 0.6196 0.6820
H -3.12164 4.78217 -1.87180 0.6156 -0.0445 -0.3438
H -4.31228 3.91674 -3.25644 -1.2205 0.1099 0.3779
H -3.51386 2.65223 -4.18918 0.3323 0.5347 0.2014
H -4.08608 4.06407 -5.05704 -0.3407 0.1528 0.1783
C -4.06295 -1.21353 -1.60514 0.0389 0.4499 -1.5646
O -2.95627 -1.39371 -2.48946 -0.1206 -0.4694 -0.3200
C -3.26305 -2.18112 -3.65602 0.6379 -0.4813 1.4344
C -2.06305 -2.24145 -4.59881 -0.1219 0.8849 0.4684
N -1.43958 -0.96114 -4.87984 -0.7972 -2.0706 -1.1807
C -0.39633 -0.42206 -4.08153 -0.1172 -0.7461 1.6086
C 0.32798 0.63272 -4.81919 -1.2210 1.0468 -0.7555
O -0.53646 1.78281 -4.95699 -0.1528 0.0476 -0.3728
C -0.14969 2.70669 -5.98855 1.1880 -0.2841 0.3068
H -3.66769 -0.77331 -0.67952 -0.3514 -0.2426 -0.2129
H -4.61433 -2.14659 -1.48125 0.1562 -0.1931 0.5199
H -4.77316 -0.54050 -2.13992 0.1921 -0.0106 0.6957
H -4.18639 -1.86744 -4.12891 -0.1668 0.6634 -0.3101
H -3.45866 -3.22143 -3.35560 -0.0900 -0.0544 0.2117
H -2.51263 -2.72000 -5.48627 0.6937 0.1766 -0.1291
H -1.27104 -2.86438 -4.19338 -0.1163 -0.4760 0.1645
H -2.05092 -0.42844 -5.43873 -0.1263 1.4732 -0.2317
H 0.31857 -1.25856 -3.87152 -0.4249 0.5745 0.0100
H -0.75885 -0.06098 -3.10498 0.2232 0.0243 -0.1569
H 0.53672 0.17560 -5.76094 0.2358 0.0248 -1.2497
H 1.23649 0.97927 -4.41341 1.1904 0.1880 0.9620
H -0.57680 3.71994 -5.76456 -0.0798 -1.1386 -0.3297
H -0.44734 2.26583 -6.98106 0.3187 0.7963 0.7507
H 0.97659 2.85261 -5.90764 -1.2271 -0.2090 -0.4892
C 3.08243 2.38703 1.43668 -1.6513 -2.0287 1.6053
O 3.86252 2.23648 2.61330 0.4520 0.6810 -0.6598
C 3.20050 1.59671 3.67101 0.7731 0.8525 0.7949
C 1.83380 2.18050 3.89845 -1.9516 0.1502 -0.5238
N 1.77818 3.65817 3.99971 -0.9613 -0.5156 -0.9396
C 2.25344 4.30624 5.17583 -0.0924 0.2244 0.9226
C 1.32241 4.17427 6.41923 1.1690 0.2872 -0.2643
O 1.33176 2.84763 6.92029 -0.2027 0.2454 -0.4430
C 0.49654 2.77488 8.06964 0.4879 0.1965 -0.7262
H 2.60711 1.40733 1.18749 0.1968 0.3643 -0.0116
H 3.69063 2.61968 0.63827 1.5697 0.7470 -1.5384
H 2.25612 3.09333 1.52316 0.2132 0.3525 0.1678
H 3.81138 1.75286 4.59567 -0.2243 -0.0513 -0.7701
H 3.20803 0.52028 3.48909 -0.5562 -0.2354 0.0316
H 1.35364 1.63108 4.74170 0.1840 0.3756 -0.3989
H 1.22171 2.01838 2.97094 0.3615 -0.3902 0.9504
H 0.84410 4.02591 3.69512 1.3552 -0.5782 0.5313
H 2.46157 5.36029 4.92097 -0.4693 -0.1663 0.3637
H 3.24799 3.92610 5.42308 -0.0963 -0.2528 0.1302
H 0.29806 4.50935 6.17909 0.1051 -0.1185 -0.0414
H 1.70606 4.80612 7.22944 -0.0737 0.3761 -0.0866
H 0.96973 3.31727 8.89873 -0.2813 0.0493 0.0000
H 0.44781 1.72301 8.30257 -0.4063 -0.2235 0.2556
H -0.47134 3.21571 7.78508 -0.0215 -0.3083 0.5905
N -6.35048 2.51853 0.89101 -3.7849 0.5167 -0.3273
C -5.28177 2.11765 1.54243 2.9354 -0.8529 1.0817
N -4.10889 1.88999 0.86128 0.1178 -0.0983 0.6144
O -5.28400 2.01335 2.75781 -0.4484 -0.1319 0.4522
H -7.16135 2.40302 1.52862 0.6940 0.4761 -0.9359
H -6.56912 2.38494 -0.08431 0.5105 -0.1003 0.0857
H -3.44043 1.30784 1.36482 -0.0703 0.2093 -0.1721
H -4.11154 1.73053 -0.11214 -0.1523 -0.1028 -1.0365
O -1.78929 0.19125 1.49922 1.5381 0.0475 -0.1322
C -0.44111 0.64196 1.02453 -2.1149 -0.6871 0.0040
C -0.33853 0.12625 -0.38603 -0.3497 -2.1214 -1.1643
O 0.71968 0.64039 -1.16077 -0.2348 0.2083 0.5140
H -1.81036 -0.78967 1.40801 0.2137 0.4801 0.1017
H -0.44201 1.72246 1.05010 -0.1740 0.3870 0.0229
H 0.35338 0.29856 1.68223 0.0458 -0.2806 0.0561
H -1.32672 0.18275 -0.93219 0.7105 0.6176 0.6089
H -0.22782 -0.99814 -0.36823 0.2903 1.0845 0.3121
H 0.37493 1.47706 -1.53846 0.2086 0.2306 -0.4289
O -4.03476 -3.31213 5.24166 0.6722 -0.8645 0.2971
C -3.14118 -2.61747 4.39696 1.6860 0.7148 -0.9738
C -2.57345 -1.40529 5.12023 -1.3981 -0.4729 1.0296
O -1.91833 -1.90724 6.26880 1.7533 1.1764 0.5802
H -3.47528 -4.02265 5.61396 -1.0189 0.3672 -0.1343
H -2.23793 -3.23022 4.20434 -0.5762 -0.1164 -0.4712
H -3.62184 -2.31869 3.46590 -0.1185 -0.2240 -0.0052
H -3.47523 -0.91107 5.48830 0.0247 0.6707 -0.1279
H -1.92108 -0.65730 4.61329 -0.4123 -0.9811 0.0124
H -2.13066 -2.79405 6.53852 -0.5835 -0.2313 -0.2700
O -2.17482 4.77856 3.38823 0.5347 -1.1678 1.5656
C -1.83017 3.48038 2.87961 -1.0014 -0.1648 1.0706
C -2.35523 2.38052 3.87333 -0.1886 0.2768 -2.2613
O -2.09792 2.67674 5.22035 1.3401 0.4207 -0.0512
H -2.23200 4.56347 4.37496 -0.0976 0.8634 -1.6183
H -2.28549 3.35166 1.88574 0.1571 -0.0109 0.3726
H -0.74851 3.29310 2.80694 0.1010 0.5285 -0.1320
H -1.84341 1.50208 3.46151 -0.2372 -0.4420 0.7367
H -3.42908 2.27240 3.77677 -0.0429 -0.0837 -0.0507
H -1.12994 2.79024 5.24182 -0.2624 -0.1527 0.5980
```
Forces are in eV/Å.

SMILES: COCCNCCOC.COCCNCCOC.COCCNCCOC.COCCNCCOC.COCCNCCOC.NC(N)=O.OCCO.OCCO.OCCO
LUMO energy: 0.338 eV
ΔE to the lowest compared entry with this formula, charge and spin: 5.6 kJ/mol
HOMO: -0.3053 hartree
Kohn-Sham gap: 8.65 eV